C6H10ClN3O in the gas phase at a distorted geometry. Source: OMol25; level of theory: the ωB97M-V functional and the def2-TZVPD basis.

Output
* gap between HOMO and LUMO: 10.59 eV
* HOMO energy: -0.3575 hartree
* SMILES: CNC(=O)N1N2CCC[C@]21Cl

```
21
Properties=species:S:1:pos:R:3:forces:R:3:nbo_charge:R:1
C -3.7385 -0.4332 -0.4658 -3.0 2.6 -2.6 -0.4227
N -2.4042 0.1074 -0.4759 -1.6 -0.2 5.5 -0.6179
C -1.6736 -0.3021 0.6365 2.4 0.2 -1.2 0.8103
O -2.0167 -0.6367 1.7247 -0.5 0.1 -0.4 -0.5496
N -0.1741 -0.3854 0.1909 -2.2 -0.3 0.4 -0.4080
N 0.6744 -0.4599 1.3911 -0.1 -0.2 -0.1 -0.2633
C 1.8780 -1.2497 1.0429 0.6 -0.7 0.1 -0.2467
C 2.4657 -0.5453 -0.2274 0.8 0.8 -1.3 -0.4375
C 1.9505 0.9416 -0.2157 -2.2 -1.2 -0.9 -0.4345
C 0.6355 0.7089 0.5665 0.2 1.2 -0.2 0.2630
Cl -0.2688 2.1599 1.1565 0.9 -0.5 -0.1 -0.0383
H -3.8079 -1.1954 0.2684 -0.5 -0.7 0.5 0.2181
H -4.5094 0.4419 -0.2821 1.4 -1.8 0.1 0.1988
H -4.0570 -0.7559 -1.5430 0.8 0.1 2.0 0.2026
H -1.9280 -0.0856 -1.2403 2.8 -0.8 -4.5 0.3812
H 1.6369 -2.3115 0.7243 -0.2 1.3 0.6 0.2161
H 2.4616 -1.3793 2.0145 -0.3 0.7 -1.5 0.2202
H 1.8597 -0.9405 -1.0726 1.0 -0.3 0.4 0.2249
H 3.6010 -0.6173 -0.4396 -2.0 -0.1 0.5 0.2331
H 2.5287 1.5542 0.3501 1.9 1.6 2.2 0.2140
H 1.8444 1.6006 -1.1468 -0.2 -1.8 0.7 0.2362
```
Positions in Å, forces in eV/Å.

C6H10F2 in the gas phase at a distorted geometry. Source: OMol25; level of theory: the ωB97M-V functional and the def2-TZVPD basis.

Output
* gap between HOMO and LUMO (alpha / beta): 6.69 / 9.63 eV
* HOMO energy (alpha / beta): -0.2678 / -0.3346 hartree

```
18
Properties=species:S:1:pos:R:3:forces:R:3:nbo_charge:R:1
C -0.4447 0.7788 -0.9467 -1.5 0.3 -0.6 -0.5320
C 0.6470 0.3738 -0.0066 -1.8 0.0 -0.3 0.1502
C -2.1189 0.5671 -0.6481 3.6 -0.3 1.9 0.4162
C 0.9397 1.2210 1.1661 0.1 0.1 0.0 -0.6788
C 1.1606 -1.0101 -0.0281 0.0 -0.1 0.0 -0.6805
C -2.5206 -0.8380 -0.3216 -0.8 -0.1 -0.5 -0.0762
F -2.4730 1.4013 0.3792 -0.3 -0.2 -0.7 -0.3533
F -2.0435 -1.3223 0.8982 0.2 0.3 0.1 -0.3685
H -0.4089 1.8554 -1.1089 0.1 0.1 -0.1 0.2191
H -0.3308 0.2600 -1.8965 0.1 0.1 -0.2 0.2103
H 1.9681 1.5855 1.0983 0.1 0.1 0.1 0.2242
H 0.8596 0.6513 2.0941 0.0 0.0 0.1 0.2200
H 0.2734 2.0784 1.2115 0.0 0.1 0.1 0.2235
H 2.1784 -1.0514 0.3575 0.1 -0.1 0.0 0.2191
H 1.1256 -1.4313 -1.0311 0.1 -0.1 -0.1 0.2127
H 0.5434 -1.6379 0.6218 0.0 -0.2 0.1 0.2334
H -2.1592 -1.5268 -1.0915 -0.1 0.2 0.0 0.1780
H -3.6137 -0.8790 -0.2571 0.1 -0.1 -0.1 0.1824
```
Positions in Å, forces in eV/Å.

C6H10FN in the gas phase at a distorted geometry. Source: OMol25; level of theory: the ωB97M-V functional and the def2-TZVPD basis.

Output
* gap between HOMO and LUMO: 10.05 eV
* HOMO energy: -0.3335 hartree
* SMILES: C/C(=C\F)[C@@H]1CCN1

```
18
Properties=species:S:1:pos:R:3:forces:R:3:nbo_charge:R:1
C 1.2085 1.6716 0.1065 1.4 -0.1 -0.4 -0.6492
C 0.7599 0.2299 0.1232 0.0 0.7 1.2 -0.0819
C 1.5450 -0.8289 0.0238 0.0 -0.1 -0.1 0.2211
F 2.8796 -0.7326 -0.2966 -1.0 -0.2 0.3 -0.3470
C -0.6790 0.1116 0.5327 -1.0 -0.7 -1.5 -0.0568
C -1.5062 -1.1996 0.2128 -1.2 1.2 2.9 -0.4145
C -2.6145 -0.2476 -0.3040 -0.3 0.7 0.7 -0.2108
N -1.6052 0.8240 -0.4336 0.6 -0.2 0.4 -0.6319
H 0.6566 2.2112 -0.6581 -0.2 0.1 0.0 0.2280
H 2.2931 1.7225 -0.1946 -1.0 0.1 0.6 0.2326
H 1.0346 2.1880 1.0890 0.2 -0.6 -0.8 0.2180
H 1.1658 -1.8449 0.2126 0.6 0.4 -0.4 0.1728
H -0.8345 0.4338 1.5641 0.1 0.0 0.1 0.1838
H -1.7889 -1.8365 1.1065 0.5 0.6 -1.1 0.2092
H -1.0986 -1.7680 -0.5606 0.7 -0.9 -1.2 0.2119
H -3.4386 0.0404 0.4152 0.9 -0.7 -0.4 0.1693
H -3.0696 -0.5170 -1.2435 -0.2 -0.1 -0.3 0.1869
H -1.8819 1.7739 -0.1959 0.0 -0.3 0.1 0.3587
```
Positions in Å, forces in eV/Å.

no.,molar mass (g/mol)
1,175.62
2,120.14
3,115.15